15
Properties=species:S:1:pos:R:3:nbo_charge:R:1 method="wB97M-V/def2-TZVPD" smiles=O.O.O.O.O homo_lumo_gap_ev=10.9 total_charge=0 homo_ev=-10.6 de_lowest_kj_mol=88.0
O 0.249 0.685 -0.411 -0.980
O -0.176 -0.050 2.597 -0.961
O -1.261 2.325 -2.522 -0.954
O 2.401 -1.332 -1.051 -0.955
O -0.754 -2.754 1.413 -0.950
H 0.787 0.014 2.652 0.489
H 2.324 -1.071 -1.974 0.460
H -1.290 -3.198 2.078 0.462
H -1.643 3.188 -2.720 0.480
H -0.758 2.088 -3.310 0.480
H -0.613 -1.863 1.764 0.482
H 1.767 -0.763 -0.589 0.490
H -0.336 0.509 0.337 0.479
H -0.490 0.860 2.669 0.482
H -0.206 1.361 -0.934 0.497

27
Properties=species:S:1:pos:R:3:nbo_charge:R:1 method="wB97M-V/def2-TZVPD" homo_lumo_gap_ev="7.5 / 7.5" total_charge=0 homo_ev="-8.6 / -8.7" multiplicity=4 s_squared=3.761
Co 0.261 -0.450 -1.889 1.409
S 1.225 -2.118 -3.421 2.535
S -2.041 3.530 -2.560 0.509
O 1.813 -0.799 -2.833 -1.071
O 1.183 -2.048 -4.851 -0.973
O -0.211 -1.970 -2.831 -1.071
O 1.881 -3.249 -2.830 -0.979
N -0.009 0.019 0.014 -0.590
N -0.768 1.335 1.619 -0.496
N -0.800 1.384 -2.054 -0.512
C -1.798 3.114 -0.919 -0.411
C 0.710 -1.232 3.853 -0.193
C 0.320 -0.553 1.226 0.174
C 1.186 -2.060 2.824 -0.204
C -0.655 1.138 0.285 0.386
C -0.154 0.270 2.255 0.084
C 1.001 -1.737 1.496 -0.210
C -1.119 1.938 -0.829 0.057
C -1.221 2.109 -3.041 -0.089
C 0.034 -0.056 3.592 -0.227
H -1.218 2.115 2.066 0.428
H 1.709 -2.970 3.081 0.228
H 0.878 -1.525 4.880 0.223
H -2.165 3.750 -0.129 0.255
H -0.330 0.576 4.391 0.222
H -1.069 1.843 -4.077 0.261
H 1.357 -2.357 0.682 0.255

110
Properties=species:S:1:pos:R:3:mulliken_charge:R:1 method="wB97M-V/def2-TZVPD" homo_lumo_gap_ev="6.1 / 6.1" total_charge=-1 homo_ev="-4.2 / -4.2" de_lowest_kj_mol=119.3
Lu -0.488 0.826 -0.922 0.544
S -1.251 3.165 -0.272 -0.445
S -0.094 0.223 1.588 0.189
P -2.734 -0.774 -2.757 1.395
Si 0.356 -0.149 3.580 -0.444
O -1.090 -0.275 4.380 0.262
O -2.307 0.486 -2.023 -0.806
O 0.163 -0.943 -1.449 -1.045
O 1.156 1.201 4.106 -0.665
O 1.265 -1.501 3.816 0.493
N 1.386 1.865 -1.732 0.730
N 0.538 4.766 -1.123 -0.893
N 1.428 2.625 -0.737 -0.502
N 1.819 5.139 -1.458 0.073
C 0.378 3.521 -0.763 0.757
C 2.287 -2.070 2.998 1.640
C -1.874 -2.186 -0.527 0.570
C -1.219 -2.488 5.465 -1.517
C 1.657 3.023 5.502 -1.860
C -3.378 -4.470 -1.063 -0.804
C 1.198 5.188 -3.846 -0.072
C -5.968 -0.165 -5.218 -0.654
C 2.027 5.584 -2.789 0.245
C -1.885 -1.451 4.546 2.044
C 3.293 -1.081 2.391 -0.979
C -3.152 -0.944 5.263 -1.980
C -0.912 -2.572 -5.973 -0.703
C 3.734 1.549 -2.284 -0.374
C -2.557 -4.425 0.062 -0.925
C 3.072 -2.978 3.970 -1.927
C -1.605 -1.174 -4.108 0.358
C -4.660 -0.316 -4.753 -0.332
C -2.695 -2.216 -1.665 0.372
C 4.866 0.734 -2.349 -0.675
C 2.531 1.058 -1.763 0.030
C 2.617 6.318 -5.443 -0.346
C 3.600 -1.088 -1.390 -0.979
C -0.479 -0.365 -4.327 -0.157
C 0.632 1.026 6.565 -1.539
C 3.186 6.313 -3.094 -0.471
C 3.474 6.690 -4.409 -0.558
C -7.040 -0.266 -4.334 -0.377
C -5.499 -0.657 -2.518 -0.395
C 0.419 -0.656 -5.354 -0.610
C 1.481 5.562 -5.162 -0.788
C 1.574 1.486 5.440 1.798
C 2.983 0.923 5.674 -1.488
C 4.798 -0.585 -1.901 -0.504
C -4.408 -0.586 -3.400 0.464
C 1.684 -2.985 1.921 -1.123
C 2.471 -0.269 -1.326 0.295
C -1.805 -3.284 0.331 -0.190
C -3.447 -3.372 -1.923 -0.326
C -1.809 -2.283 -4.943 -0.204
C -2.329 -2.107 3.229 -1.208
C -6.806 -0.506 -2.982 -0.723
C 0.201 -1.759 -6.177 -0.450
H -7.640 -0.564 -2.287 0.382
H 1.182 -2.419 1.133 -0.134
H 2.979 -0.171 5.654 0.146
H 3.541 -2.115 -1.041 0.498
H 0.593 -0.066 6.636 0.168
H 3.773 2.579 -2.632 0.529
H 3.702 -0.411 3.153 0.132
H -3.839 -0.204 -5.458 0.404
H 3.875 -3.524 3.463 0.369
H 3.387 1.239 6.642 0.478
H -3.966 -5.361 -1.271 0.390
H -5.328 -0.821 -1.455 0.436
H -1.926 -3.272 5.758 0.472
H 0.672 3.470 5.320 0.419
H 0.813 5.251 -5.959 0.358
H -3.861 -1.755 5.465 0.386
H -8.058 -0.141 -4.696 0.372
H -0.830 -2.018 6.375 0.355
H 3.876 6.587 -2.300 0.311
H -2.895 -0.466 6.216 0.413
H -1.079 -3.433 -6.614 0.380
H -2.503 -5.281 0.730 0.386
H 2.407 -3.707 4.447 0.384
H -0.378 -2.987 4.975 0.063
H -0.300 0.497 -3.685 0.089
H -6.150 0.044 -6.269 0.386
H -3.049 -2.913 3.411 0.465
H 5.794 1.131 -2.749 0.380
H -0.390 1.385 6.402 0.321
H 1.289 -0.023 -5.509 0.445
H 0.968 1.397 7.540 0.496
H 2.190 5.821 -0.801 0.273
H 0.903 -1.987 -6.976 0.367
H 3.517 -2.390 4.781 0.371
H 0.319 4.580 -3.637 0.474
H 2.455 -3.595 1.438 0.596
H 3.672 1.255 4.890 0.288
H 2.845 -0.452 1.617 -0.062
H 5.677 -1.222 -1.950 0.368
H 0.933 -3.656 2.355 0.284
H -1.165 -3.247 1.208 0.599
H 2.837 6.606 -6.466 0.349
H 1.533 -0.650 -0.930 0.383
H -1.285 -1.296 -0.310 -0.758
H -2.801 -1.376 2.563 0.467
H -4.096 -3.426 -2.794 0.346
H 4.131 -1.610 1.921 0.500
H 2.022 3.375 6.472 0.390
H -1.483 -2.545 2.690 -0.485
H 4.370 7.264 -4.624 0.352
H -2.671 -2.930 -4.801 0.246
H -3.661 -0.182 4.662 0.397
H 2.321 3.412 4.721 0.356

13
Properties=species:S:1:pos:R:3:nbo_charge:R:1 method="wB97M-V/def2-TZVPD" homo_lumo_gap_ev="6.2 / 3.1" total_charge=+3 homo_ev="-22.8 / -22.4" multiplicity=3 s_squared=2.003 de_lowest_kj_mol=0.0
Tm 3.562 1.336 0.151 2.685
O 1.257 0.907 -0.429 -0.762
O 2.324 -0.827 0.226 -0.798
O 0.171 -1.016 -0.409 -0.357
C 1.234 -0.343 -0.374 1.026
C -1.674 0.353 0.642 -0.670
C -1.047 -0.066 -0.662 -0.081
H 2.281 -1.739 0.556 0.604
H -2.742 0.528 0.464 0.314
H -1.580 -0.430 1.404 0.266
H -1.245 1.290 1.016 0.239
H -1.674 -0.756 -1.232 0.278
H -0.868 0.764 -1.353 0.256